Below is a gas-phase ion, C5H6N (charge +1), with properties calculated with ωB97M-V with the def2-TZVPD basis set.

Each line ends with the Löwdin spin population.
Geometry (Å):
N1 -0.510 -0.277 -2.494  0.3400
C1 -1.810 -0.667 -0.395  0.4376
C2 -1.307 -0.528 -1.694  0.1141
C3 0.536 -0.079 0.009  0.4470
C4 1.427 0.752 0.735  0.1020
C5 -0.786 -0.386 0.483  0.4551
H1 1.113 0.924 1.706  0.0082
H2 -2.818 -1.096 -0.271  0.0111
H3 1.459 1.802 0.377  0.0385
H4 1.045 -0.746 -0.767  0.0132
H5 -0.863 -0.216 1.530  0.0193
H6 2.514 0.518 0.781  0.0141

The LUMO energy (alpha / beta) comes out at -5.329 / -9.772 eV. As for the expectation value of S²: 2.018. The orbital gap (alpha / beta) comes out at 8.77 / 7.70 eV. As for the charge: +1. Its spin multiplicity is 3.

Below is a molecular structure, C5H12N2O, with properties calculated with ωB97M-V with the def2-TZVPD basis set.

Each line ends with the Löwdin charge.
Geometry (Å):
O1 -1.253 1.905 -0.304  -0.0068
N1 0.370 0.115 -1.924  -0.0478
N2 0.473 -2.068 1.441  -0.0081
C1 0.486 -1.365 0.280  -0.2903
C2 -1.601 1.134 0.568  -0.3214
C3 1.720 0.577 -1.594  -0.1194
C4 -0.172 -1.294 -0.802  -0.0907
C5 -1.104 1.161 1.978  -0.0502
H1 2.454 0.023 -2.178  0.0811
H2 1.276 -2.009 2.045  0.0655
H3 -1.951 1.290 2.661  0.0819
H4 -0.646 0.193 2.202  0.0581
H5 -0.025 -2.948 1.513  0.0787
H6 -2.351 0.351 0.348  0.1166
H7 1.871 0.339 -0.533  0.0515
H8 -0.960 -1.664 -1.434  0.0539
H9 0.281 -0.189 -2.887  0.1144
H10 -0.382 1.964 2.118  0.0828
H11 -0.321 0.840 -1.731  0.0707
H12 1.836 1.647 -1.767  0.0795

The LUMO energy comes out at 1.095 eV. The orbital gap comes out at 8.24 eV. As for the charge: 0.

Below is 2 unconnected molecules or ions with the total composition C16H22BClF4N3, with properties calculated with ωB97M-V with the def2-TZVPD basis set.

Each line ends with the Löwdin charge.
Geometry (Å):
Cl1 1.089 1.416 -7.660  0.6685
F1 -4.281 -3.471 4.230  0.1175
F2 -4.790 -1.201 4.049  0.1156
F3 -3.749 -2.310 2.280  0.0972
F4 0.847 -0.538 2.200  0.0278
N1 0.379 1.359 -5.031  -0.2774
N2 1.331 -0.297 5.070  -0.0048
N3 0.735 0.288 -2.767  -0.1391
C1 -2.329 -1.107 5.437  0.0015
C2 -0.009 -0.774 5.009  -0.1764
C3 -1.282 -2.335 3.612  0.0635
C4 1.820 0.677 6.061  0.0378
C5 -1.078 -0.611 5.890  0.0347
C6 2.018 0.878 -3.226  -0.1355
C7 2.070 -0.929 4.160  0.1095
C8 -2.419 -1.882 4.285  -0.0233
C9 -0.308 1.340 -2.647  -0.1200
C10 0.086 2.053 -6.309  -0.4804
C11 1.158 -1.517 3.134  -0.2273
C12 -0.534 1.994 -3.995  -0.0839
C13 1.842 1.551 -4.566  -0.0711
C14 -0.103 -1.665 3.926  -0.1117
C15 0.061 -0.155 -5.092  -0.0696
C16 0.309 -0.758 -3.732  -0.1322
B1 -3.960 -2.245 3.660  -1.0711
H1 1.018 0.834 6.788  0.0891
H2 -0.946 -0.073 6.837  0.1112
H3 0.312 3.123 -6.186  0.1100
H4 2.719 0.327 6.595  0.1144
H5 2.735 0.049 -3.296  0.1337
H6 2.340 1.600 -2.462  0.1347
H7 2.051 1.653 5.598  0.1162
H8 -1.238 0.861 -2.303  0.1401
H9 -0.972 1.887 -6.560  0.1104
H10 0.706 -0.579 -5.870  0.1149
H11 0.048 2.090 -1.923  0.1366
H12 1.509 -2.396 2.585  0.1646
H13 -0.995 -0.244 -5.384  0.1444
H14 -0.601 -1.221 -3.330  0.1383
H15 2.478 1.118 -5.348  0.1151
H16 -1.251 -3.142 2.877  0.1387
H17 -3.239 -0.841 5.959  0.1215
H18 -0.295 3.066 -3.979  0.1422
H19 -1.564 1.851 -4.352  0.1438
H20 1.125 -1.491 -3.770  0.1341
H21 2.009 2.635 -4.502  0.1428
H22 3.147 -0.868 4.051  0.1532

The LUMO energy comes out at -4.006 eV. The orbital gap comes out at 6.27 eV. As for the charge: +1.

Below is 3 unconnected molecules or ions with the total composition C5H12O2, with properties calculated with ωB97M-V with the def2-TZVPD basis set.

Each line ends with the Löwdin charge.
Geometry (Å):
O1 0.220 1.385 -0.122  -0.0766
O2 -1.016 4.837 0.876  -0.0604
C1 -1.651 -1.526 1.374  -0.0003
C2 -0.327 -1.695 1.341  -0.2132
C3 0.686 -1.683 0.277  -0.1531
C4 1.373 -1.235 -2.110  -0.0912
C5 0.438 -1.750 -1.036  -0.1533
H1 -0.798 5.577 0.306  0.0302
H2 -0.205 1.904 0.580  0.0318
H3 -2.091 -1.339 0.386  0.0598
H4 -0.536 -2.060 -1.392  0.1020
H5 1.659 -1.406 0.664  0.1102
H6 0.177 -1.992 2.257  0.0893
H7 -0.185 4.815 1.374  0.0385
H8 -0.284 0.566 0.123  0.0175
H9 0.787 -0.783 -2.908  0.0721
H10 1.958 -0.439 -1.657  0.0684
H11 -2.230 -1.175 2.215  0.0547
H12 2.022 -2.002 -2.547  0.0734

The LUMO energy comes out at 0.713 eV. The orbital gap comes out at 9.53 eV. As for the SMILES: C=C/C=C/C.O.O. As for the charge: 0.

Below is a molecular structure, C38H48InN4O2P2, with properties calculated with ωB97M-V with the def2-TZVPD basis set.

Each line ends with the Löwdin charge.
Geometry (Å):
In1 0.750 0.195 0.150  1.0970
P1 0.683 -2.682 0.078  1.0381
P2 -2.055 -0.317 -0.306  1.0399
O1 0.084 2.440 0.593  -0.1342
O2 3.115 -0.502 0.210  -0.0916
N1 3.211 1.732 0.591  -0.1279
N2 -1.032 4.228 -0.227  -0.0514
N3 -2.130 2.638 1.098  -0.0841
N4 5.059 0.535 -0.276  -0.0376
C1 -2.092 5.224 -0.120  -0.1171
C2 2.858 -3.965 1.097  -0.0853
C3 -2.403 -0.797 2.393  -0.1427
C4 -4.385 -0.044 1.231  -0.0744
C5 -2.002 2.363 2.526  -0.0101
C6 1.194 -5.087 -3.138  -0.0318
C7 1.465 -3.865 1.185  -0.3724
C8 1.103 -2.352 -2.680  -0.1158
C9 0.741 -4.744 1.994  -0.0692
C10 -1.135 -2.984 0.181  -0.3562
C11 -3.374 3.296 0.714  -0.1399
C12 -4.212 -0.330 -2.089  -0.0825
C13 0.109 4.669 -1.000  0.0007
C14 3.510 -4.998 1.740  -0.0384
C15 5.336 2.929 0.334  -0.1152
C16 1.409 -5.771 2.634  -0.0394
C17 3.840 2.930 0.041  -0.1439
C18 -2.620 1.467 -2.335  -0.1133
C19 3.055 1.786 2.046  -0.0287
C20 3.819 0.532 0.168  -0.4931
C21 -4.471 -0.560 3.579  -0.0330
C22 5.683 -0.684 -0.753  0.0202
C23 -3.052 0.324 -1.671  -0.3738
C24 1.025 -3.242 -1.617  -0.3671
C25 -3.121 -0.888 3.571  -0.0502
C26 -3.202 4.804 0.832  -0.1129
C27 -3.036 -0.398 1.216  -0.3730
C28 2.784 -5.907 2.501  -0.0231
C29 -5.101 -0.148 2.412  -0.0360
C30 -0.985 3.103 0.489  -0.4856
C31 -3.334 1.959 -3.413  -0.0495
C32 1.220 -2.831 -3.974  -0.0480
C33 -1.902 -2.100 -0.803  -0.3466
C34 -4.920 0.170 -3.167  -0.0326
C35 5.917 1.710 -0.363  -0.1122
C36 -4.482 1.306 -3.832  -0.0288
C37 1.262 -4.199 -4.199  -0.0301
C38 1.081 -4.620 -1.840  -0.0570
H1 3.348 3.804 0.464  0.1356
H2 -2.994 2.837 -3.938  0.1172
H3 -2.490 5.403 -1.125  0.1405
H4 6.164 -0.499 -1.715  0.1133
H5 5.518 2.910 1.410  0.1184
H6 1.091 -1.277 -2.494  0.0812
H7 2.307 2.537 2.298  0.0994
H8 1.030 -5.316 -1.013  0.1188
H9 3.678 2.924 -1.042  0.1395
H10 -0.211 4.966 -1.999  0.1088
H11 -5.815 -0.333 -3.499  0.1256
H12 -4.177 2.937 1.360  0.1308
H13 2.733 0.808 2.412  0.0958
H14 1.365 -4.575 -5.205  0.1247
H15 3.996 2.041 2.538  0.1057
H16 -4.123 5.331 0.587  0.1343
H17 6.890 1.449 0.054  0.1450
H18 -0.329 -4.663 2.106  0.1052
H19 1.286 -2.148 -4.804  0.1181
H20 -1.426 -2.126 -1.791  0.0851
H21 -5.032 -0.620 4.498  0.1245
H22 -5.031 1.664 -4.688  0.1246
H23 -1.299 -4.038 -0.075  0.1134
H24 5.815 3.825 -0.055  0.1373
H25 -2.634 -1.211 4.478  0.1222
H26 -2.879 1.815 2.859  0.0831
H27 4.939 -1.470 -0.863  0.0886
H28 -2.941 5.038 1.865  0.1222
H29 -1.637 6.163 0.220  0.1434
H30 -1.106 1.768 2.702  0.0867
H31 -6.154 0.094 2.423  0.1254
H32 -1.334 -1.010 2.392  0.0934
H33 -4.567 -1.215 -1.581  0.1124
H34 -1.710 1.955 -2.007  0.0885
H35 0.851 -6.476 3.231  0.1231
H36 -3.608 3.008 -0.317  0.1210
H37 -1.924 3.286 3.109  0.1129
H38 6.452 -1.006 -0.051  0.1172
H39 -4.876 0.295 0.329  0.1050
H40 3.411 -3.238 0.518  0.0964
H41 0.835 3.859 -1.070  0.0789
H42 -1.498 -2.817 1.199  0.0659
H43 3.290 -6.712 3.009  0.1250
H44 0.579 5.526 -0.517  0.1124
H45 4.580 -5.106 1.651  0.1206
H46 1.230 -6.153 -3.316  0.1262
H47 -2.922 -2.483 -0.920  0.1009
H48 6.053 1.922 -1.429  0.1460

The LUMO energy comes out at -10.628 eV. The orbital gap comes out at 5.42 eV. As for the charge: +3.

Below is 3 unconnected molecules or ions with the total composition C6H17NO2, with properties calculated with ωB97M-V with the def2-TZVPD basis set.

Each line ends with the Löwdin charge.
Geometry (Å):
O1 2.470 -1.974 -0.568  -0.0537
O2 -1.906 2.994 -0.707  -0.0591
N1 0.740 0.570 2.644  -0.1177
C1 -0.554 -1.510 -1.515  -0.2446
C2 -0.506 -0.263 -2.468  -0.0795
C3 -0.176 -0.419 0.653  -0.1439
C4 1.076 1.888 2.023  -0.1141
C5 -1.104 -1.251 -0.112  -0.2413
C6 -0.281 -0.117 1.970  -0.1740
H1 -1.547 2.376 -0.059  0.0014
H2 -1.230 2.929 -1.394  0.0316
H3 2.020 -2.604 -1.130  0.0268
H4 -1.115 -0.437 2.578  0.1051
H5 1.120 2.724 2.784  0.0783
H6 -1.243 -2.275 -1.890  0.1007
H7 2.049 1.875 1.547  0.0548
H8 -1.235 -2.183 0.492  0.1236
H9 0.252 2.088 1.204  0.0916
H10 -2.152 -0.842 -0.149  0.1316
H11 0.686 -0.004 0.149  0.1063
H12 -1.089 -0.580 -3.352  0.0724
H13 0.486 -1.906 -1.428  0.0662
H14 1.488 0.230 3.196  0.0922
H15 0.432 0.138 -2.816  0.0624
H16 -1.042 0.578 -2.031  0.0448
H17 2.361 -2.025 0.378  0.0379

The LUMO energy comes out at 0.745 eV. The orbital gap comes out at 8.94 eV. As for the SMILES: CCC/C=C/NC.O.O. As for the charge: 0.

Below is 6 unconnected molecules or ions with the total composition C5H23NO6, with properties calculated with ωB97M-V with the def2-TZVPD basis set.

Each line ends with the Löwdin charge.
Geometry (Å):
O1 -1.688 -2.701 0.331  -0.1144
O2 -0.074 -1.985 -2.884  -0.0416
O3 -2.992 -0.583 -0.999  -0.0738
O4 0.696 -2.064 -0.332  -0.1379
O5 -3.242 1.544 0.456  -0.0990
O6 1.303 0.544 -2.408  -0.0521
N1 1.227 1.412 0.582  -0.2469
C1 0.478 0.101 0.561  -0.3474
C2 1.498 -1.016 0.358  -0.1578
C3 2.305 1.404 1.586  -0.0891
C4 0.390 2.616 0.580  -0.0671
C5 -0.321 -0.273 1.829  -0.0425
H1 -0.558 -1.313 2.031  0.0788
H2 -3.552 -0.987 -1.674  0.0630
H3 0.472 -1.779 -1.255  0.0377
H4 -0.552 2.482 1.100  0.0715
H5 -1.169 0.377 1.989  0.0667
H6 -0.342 0.154 -0.215  0.1510
H7 -1.761 -3.369 -0.368  0.0498
H8 0.285 0.014 2.688  0.0661
H9 3.019 0.628 1.387  0.0670
H10 0.255 2.882 -0.475  0.0853
H11 1.318 1.027 -1.562  0.0160
H12 1.931 1.366 2.602  0.0815
H13 2.979 2.242 1.389  0.0891
H14 -0.687 -2.472 0.316  0.0202
H15 0.903 3.376 1.155  0.0768
H16 2.206 0.672 -2.728  0.0597
H17 -2.710 -1.353 -0.455  0.0262
H18 1.884 -1.454 1.286  0.1292
H19 0.003 -1.048 -3.109  0.0376
H20 -3.445 0.653 0.084  -0.0068
H21 0.734 -2.436 -3.156  0.0677
H22 2.293 -0.729 -0.355  0.1155
H23 -3.085 2.067 -0.332  0.0198

The LUMO energy comes out at 0.383 eV. The orbital gap comes out at 9.12 eV. As for the SMILES: C[C@H](CO)N(C)C.O.O.O.O.O. As for the charge: 0.

Taking the records one at a time from the top gives maximum force values of 4.4, 0.4, 2.7, 2.5, 2.2, 3.6, 3.1 eV/Å.
Taking the records one at a time from the top gives energy relative to the best compared isomer or geometry (same formula, charge and spin) values of 1.729, 4.956, 0.790, 2.506, 0.822, 2.354, 1.243 eV.